[1]
{
  "formula": "C22H26N4O3S",
  "method": "the ωB97M-V functional and the def2-TZVPD basis",
  "de_lowest_kcal_mol": 56.81,
  "smiles": "CCC(C)(C)NC(=O)[C@@H](c1cccs1)N(C(=O)c1ccn[nH]1)c1cccc(OC)c1",
  "total_charge": 0,
  "gap_ev": 9.3,
  "homo_energy_ev": -8.66,
  "symbols": ["C", "C", "C", "C", "C", "N", "C", "O", "C", "C", "C", "C", "C", "S", "N", "C", "O", "C", "C", "C", "N", "N", "C", "C", "C", "C", "C", "O", "C", "C", "H", "H", "H", "H", "H", "H", "H", "H", "H", "H", "H", "H", "H", "H", "H", "H", "H", "H", "H", "H", "H", "H", "H", "H", "H", "H"],
  "coordinates": [[3.2830, 3.2003, -2.0620], [1.8197, 3.5258, -2.3421], [1.0097, 2.3836, -2.9751], [1.6469, 1.8789, -4.2714], [-0.4174, 2.8716, -3.2537], [0.9615, 1.2912, -2.0064], [0.3263, 0.1317, -2.1839], [-0.3118, -0.1991, -3.1643], [0.4434, -0.8365, -0.9796], [1.8545, -1.1224, -0.5679], [2.2490, -1.8391, 0.5209], [3.6511, -1.9782, 0.6120], [4.2995, -1.3797, -0.4176], [3.2132, -0.6234, -1.5137], [-0.3553, -0.3613, 0.1574], [0.0812, 0.6688, 0.9165], [1.1774, 1.2002, 0.7457], [-0.8173, 1.2074, 1.9463], [-2.1889, 1.2729, 2.1422], [-2.3449, 2.0760, 3.2762], [-1.1747, 2.4785, 3.7412], [-0.2722, 1.9631, 2.9319], [-1.5195, -1.1086, 0.4578], [-2.4946, -1.2872, -0.5185], [-3.6138, -2.0386, -0.2168], [-3.7763, -2.6151, 1.0324], [-2.7924, -2.4509, 2.0030], [-2.8305, -2.9784, 3.2537], [-3.9446, -3.7550, 3.6254], [-1.6563, -1.7004, 1.7018], [3.8295, 3.0259, -2.9845], [3.7487, 4.0369, -1.5460], [3.3780, 2.3199, -1.4319], [1.7675, 4.3886, -3.0088], [1.3337, 3.8049, -1.4035], [2.6055, 1.4104, -4.0667], [1.7896, 2.7032, -4.9648], [0.9971, 1.1388, -4.7295], [-0.8798, 3.2352, -2.3379], [-0.4045, 3.6764, -3.9834], [-1.0136, 2.0527, -3.6462], [1.3774, 1.4634, -1.0959], [-0.0248, -1.7744, -1.3063], [1.5604, -2.2514, 1.2376], [4.1470, -2.5035, 1.4084], [5.3535, -1.3287, -0.6045], [-2.9617, 0.8256, 1.5532], [-3.2526, 2.3702, 3.7634], [0.7137, 2.1440, 3.0510], [-2.3712, -0.8412, -1.4929], [-4.3793, -2.1773, -0.9649], [-4.6649, -3.1909, 1.2344], [-4.8703, -3.1722, 3.5890], [-3.7560, -4.0659, 4.6515], [-4.0457, -4.6416, 2.9916], [-0.8984, -1.5835, 2.4602]],
  "mulliken_charge": [-1.03, -0.99, 1.28, -1.79, -1.94, 0.42, -0.13, -0.70, 0.36, -0.31, -0.38, -0.82, -0.45, 0.03, 0.41, 1.35, -0.82, -0.44, -0.05, -0.83, -1.04, 0.45, -0.98, -0.50, -1.11, -0.52, 0.10, -0.41, -0.94, 1.15, 0.30, 0.40, 0.16, 0.48, 0.35, 0.41, 0.41, 0.45, 0.37, 0.47, 0.41, 0.21, 0.69, 0.52, 0.44, 0.49, 0.48, 0.49, 0.27, 0.49, 0.41, 0.46, 0.36, 0.26, 0.37, 0.51]
}

***

[2]
{
  "formula": "C22H26N4O3S",
  "method": "the ωB97M-V functional and the def2-TZVPD basis",
  "de_lowest_kcal_mol": 509.43,
  "total_charge": 0,
  "gap_ev": 7.8,
  "homo_energy_ev": -7.40,
  "symbols": ["C", "H", "O", "C", "C", "N", "C", "N", "C", "C", "C", "C", "C", "C", "H", "H", "H", "H", "S", "C", "H", "H", "C", "O", "N", "C", "C", "C", "C", "C", "C", "H", "H", "N", "C", "H", "C", "H", "O", "C", "C", "H", "H", "H", "H", "H", "H", "H", "H", "H", "H", "H", "H", "H", "H", "H"],
  "coordinates": [[-0.9644, -2.2811, -1.0578], [0.0823, -1.8710, -0.8033], [-1.7746, -1.9756, -0.1265], [-3.1397, -2.6825, -0.3147], [-4.0981, -2.0094, -1.3607], [-4.4483, -0.6281, -0.5937], [-3.8739, 0.5163, -0.7793], [-4.1688, 1.6636, -0.3206], [-5.0995, 1.1388, 0.5974], [-5.7145, 1.6780, 1.7111], [-6.6713, 1.1347, 2.4758], [-6.8795, -0.3277, 2.0855], [-6.0583, -1.2316, 1.0574], [-5.1916, -0.1782, 0.4661], [-6.2237, -2.1177, 0.8371], [-7.5316, -1.0330, 2.9157], [-7.1418, 1.2151, 3.3167], [-5.6633, 2.7211, 2.0040], [-2.5828, 0.9040, -2.3547], [-2.0199, 2.4759, -1.7868], [-2.8207, 2.9959, -1.4985], [-1.8490, 2.9869, -2.7025], [-0.7590, 2.4946, -0.9507], [-0.6180, 3.2969, -0.0130], [0.0633, 1.5084, -1.5206], [1.3633, 1.0145, -0.6819], [2.0361, -0.2231, -1.2352], [3.2686, -0.2639, -0.7155], [3.6591, 0.1645, 0.5710], [3.0005, 1.1874, 1.0915], [1.7787, 1.7324, 0.4183], [1.1673, 2.3901, 0.7957], [3.3271, 1.7543, 1.9443], [4.8878, -0.3310, 1.0650], [5.6050, -1.4351, 0.6333], [4.9911, -1.9304, 0.3099], [6.6902, -0.9857, -0.6201], [7.2715, -1.8322, -0.4639], [7.5421, 0.0250, 0.0594], [6.7558, 1.2583, 0.5794], [5.9278, 0.7125, 1.7378], [5.1923, 1.7693, 2.1211], [6.2717, 0.3253, 2.4731], [7.5847, 1.6713, 0.8901], [6.2430, 1.6634, -0.4350], [6.3013, -0.6677, -1.3509], [6.2613, -1.8796, 1.5371], [3.9083, -1.3667, -1.1310], [1.6946, -0.4448, -2.2280], [-0.3682, 0.7698, -1.9579], [-5.0400, -2.3241, -1.3823], [-3.6390, -1.6464, -2.2408], [-3.4534, -2.6397, 0.6101], [-3.0322, -3.7521, -0.5935], [-1.2043, -1.8532, -1.9547], [-0.8457, -3.2569, -1.1295]],
  "mulliken_charge": [-0.75, -0.04, -0.33, -0.65, -0.95, 0.14, 0.55, -0.50, 0.04, -0.51, -0.69, -0.38, -1.09, 0.72, 0.69, 0.17, 0.53, 0.34, -0.36, -0.96, 0.55, 0.53, 0.63, -0.66, -0.18, 0.51, -1.42, -0.01, 0.96, -0.60, -0.96, 0.89, 0.37, -0.10, -1.77, 1.25, -0.81, 0.46, -0.46, -0.36, -0.99, 0.15, 0.80, 0.47, 0.19, 0.65, 0.29, 0.00, 0.51, 0.28, 0.46, 0.44, 0.69, 0.36, 0.31, 0.61]
}

***

[3]
{
  "formula": "C22H26N4O3S2",
  "method": "the ωB97M-V functional and the def2-TZVPD basis",
  "de_lowest_kcal_mol": 0.00,
  "smiles": "Cc1sc2nc(SCC(=O)N3CCN(CCO)CC3)n(-c3ccccc3)c(=O)c2c1C",
  "total_charge": 0,
  "gap_ev": 8.1,
  "homo_energy_ev": -7.67,
  "symbols": ["C", "C", "S", "C", "N", "C", "S", "C", "C", "O", "N", "C", "C", "N", "C", "C", "O", "C", "C", "N", "C", "C", "C", "C", "C", "C", "C", "O", "C", "C", "C", "H", "H", "H", "H", "H", "H", "H", "H", "H", "H", "H", "H", "H", "H", "H", "H", "H", "H", "H", "H", "H", "H", "H", "H", "H", "H"],
  "coordinates": [[4.0383, -1.1502, -5.6879], [3.5116, -0.8791, -4.3232], [3.3440, 0.7649, -3.7562], [2.7336, 0.1999, -2.2487], [2.3653, 1.0280, -1.2565], [1.9145, 0.4660, -0.1879], [1.3624, 1.4871, 1.1309], [1.0750, 3.0359, 0.2125], [-0.2499, 2.9861, -0.5347], [-0.2669, 2.9559, -1.7499], [-1.3801, 2.9921, 0.2021], [-1.5095, 2.9662, 1.6394], [-2.2666, 1.7046, 2.0720], [-3.5622, 1.6977, 1.4204], [-4.5296, 0.7729, 1.9651], [-4.2019, -0.7294, 1.8719], [-3.1851, -1.1455, 2.7516], [-3.3941, 1.6414, -0.0179], [-2.6628, 2.9061, -0.4662], [1.8244, -0.8747, 0.0065], [1.3477, -1.3767, 1.2543], [2.1385, -1.2527, 2.3877], [1.6704, -1.7340, 3.5968], [0.4272, -2.3391, 3.6693], [-0.3522, -2.4699, 2.5323], [0.1054, -1.9881, 1.3197], [2.1899, -1.8155, -0.9877], [2.0853, -3.0021, -0.7561], [2.6680, -1.1884, -2.1944], [3.1183, -1.8013, -3.4003], [3.1597, -3.2746, -3.6349], [4.9397, -1.7613, -5.6334], [4.2750, -0.2199, -6.1962], [3.3016, -1.6960, -6.2780], [1.8773, 3.1228, -0.5193], [1.1184, 3.8473, 0.9366], [-0.5384, 2.9894, 2.1281], [-2.0894, 3.8452, 1.9464], [-2.4130, 1.7318, 3.1535], [-1.6627, 0.8164, 1.8256], [-4.6737, 1.0356, 3.0197], [-5.4743, 0.9479, 1.4426], [-5.1245, -1.2986, 2.0592], [-3.8446, -0.9796, 0.8713], [-3.4372, -0.9145, 3.6525], [-4.3773, 1.6014, -0.4908], [-2.8101, 0.7623, -0.3393], [-2.4834, 2.8949, -1.5418], [-3.2603, 3.7840, -0.1992], [3.1101, -0.7869, 2.3159], [2.2824, -1.6395, 4.4812], [0.0667, -2.7156, 4.6149], [-1.3245, -2.9318, 2.5884], [-0.4906, -2.0867, 0.4254], [2.5222, -3.5426, -4.4770], [2.8169, -3.7969, -2.7472], [4.1750, -3.5931, -3.8688]],
  "mulliken_charge": [-1.16, 0.75, -0.33, -0.15, -0.32, 0.61, -0.01, -1.15, 0.96, -0.67, 0.20, -1.34, -0.27, 0.03, -0.96, -0.51, -0.34, -0.50, -1.17, 0.54, -1.23, 0.30, -0.81, -0.55, -0.80, 0.09, 0.76, -0.69, 0.50, -0.28, -1.59, 0.29, 0.41, 0.29, 0.46, 0.52, 0.53, 0.31, 0.49, 0.23, 0.42, 0.40, 0.33, 0.31, 0.28, 0.51, 0.23, 0.46, 0.32, 0.50, 0.42, 0.43, 0.38, 0.51, 0.32, 0.38, 0.33]
}

***

[4]
{
  "formula": "C22H26N6O2S2",
  "method": "the ωB97M-V functional and the def2-TZVPD basis",
  "de_lowest_kcal_mol": 1.13,
  "smiles": "C=CCn1c(SCC(=O)Nc2nc(C)cs2)nnc1[C@@H](NC(=O)c1ccccc1)C(C)C",
  "total_charge": 0,
  "gap_ev": 9.0,
  "homo_energy_ev": -8.46,
  "symbols": ["C", "C", "C", "N", "C", "S", "C", "C", "O", "N", "C", "N", "C", "C", "C", "S", "N", "N", "C", "C", "N", "C", "O", "C", "C", "C", "C", "C", "C", "C", "C", "C", "H", "H", "H", "H", "H", "H", "H", "H", "H", "H", "H", "H", "H", "H", "H", "H", "H", "H", "H", "H", "H", "H", "H", "H", "H", "H"],
  "coordinates": [[-2.4134, -2.2369, -1.6742], [-1.3098, -1.9309, -1.0209], [-0.5453, -0.6528, -1.2249], [-0.0950, -0.1051, 0.0298], [0.9581, -0.5578, 0.7707], [1.9602, -1.8787, 0.2569], [3.2491, -1.7459, 1.5421], [4.5758, -2.1697, 0.9788], [5.1422, -3.1878, 1.2963], [5.1597, -1.3368, 0.0488], [4.7621, -0.1164, -0.4190], [3.6920, 0.5199, -0.1097], [3.5984, 1.7214, -0.7449], [2.4084, 2.5792, -0.4953], [4.6401, 2.0054, -1.5689], [5.8018, 0.7277, -1.5680], [1.0786, 0.1293, 1.8750], [0.1010, 1.0481, 1.8794], [-0.6026, 0.9185, 0.7898], [-1.8160, 1.7050, 0.4201], [-2.9648, 0.8189, 0.4759], [-3.7021, 0.5137, -0.6158], [-3.4322, 0.9428, -1.7241], [-4.8606, -0.3875, -0.3632], [-4.8254, -1.3969, 0.5940], [-5.9207, -2.2236, 0.7670], [-7.0570, -2.0479, -0.0060], [-7.0925, -1.0521, -0.9682], [-5.9959, -0.2308, -1.1519], [-2.0109, 2.9353, 1.3232], [-3.3351, 3.6205, 0.9925], [-0.8521, 3.9121, 1.1485], [-2.9245, -3.1711, -1.5171], [-2.8487, -1.5673, -2.3968], [-0.8731, -2.6105, -0.3008], [0.3469, -0.8618, -1.8296], [-1.1671, 0.0818, -1.7412], [3.2423, -0.7018, 1.8524], [2.9814, -2.4071, 2.3656], [6.0456, -1.6796, -0.3063], [2.1240, 2.5020, 0.5512], [1.5679, 2.2403, -1.1011], [2.6223, 3.6146, -0.7438], [4.7978, 2.8766, -2.1704], [-1.7464, 2.0292, -0.6269], [-3.2416, 0.4876, 1.3859], [-3.9342, -1.5634, 1.1824], [-5.8866, -3.0110, 1.5055], [-7.9105, -2.6939, 0.1363], [-7.9735, -0.9198, -1.5783], [-5.9997, 0.5433, -1.9044], [-2.0223, 2.5928, 2.3624], [-4.1808, 2.9593, 1.1669], [-3.4611, 4.5048, 1.6118], [-3.3510, 3.9251, -0.0519], [-1.0240, 4.8014, 1.7492], [-0.7580, 4.2130, 0.1072], [0.0760, 3.4536, 1.4731]],
  "mulliken_charge": [-1.10, 0.29, -1.30, 0.73, 0.34, -0.25, -0.67, 0.31, -0.62, -0.12, 0.47, -0.11, -0.03, -0.88, -0.43, -0.23, -0.69, -0.49, 0.10, -0.56, 0.35, 0.13, -0.65, 0.68, -0.16, -0.89, -0.39, -0.60, -0.53, 0.50, -1.67, -1.47, 0.31, 0.35, 0.31, 0.55, 0.43, 0.47, 0.45, 0.23, 0.21, 0.15, 0.45, 0.45, 0.60, 0.35, 0.39, 0.40, 0.40, 0.39, 0.44, 0.34, 0.32, 0.49, 0.35, 0.44, 0.33, 0.35]
}